one.
DFT (ωB97M-V/def2-TZVPD) results for 16 unconnected molecules or ions with the total composition C3H37O16.

Results
**E_LUMO**: 1.9 eV
**Spin multiplicity**: 1
**Total charge**: -1
**Gap between HOMO and LUMO**: 7.774 eV

Each atom is followed by the atoms it is bonded to, with distances in Å.
Atoms and positions in Å:
1 C -10.288 -27.667 4.650  C2 1.502, H5 1.103, H6 1.128, H7 1.140
2 C -10.995 -27.127 3.440  C1 1.502, C3 1.533, O4 1.474, H8 1.095
3 C -11.963 -28.133 2.807  C2 1.533, H9 1.137, H10 1.076, H11 1.124
4 O -11.881 -25.981 3.714  C2 1.474
5 H -10.955 -27.778 5.522  C1 1.103
6 H -9.443 -27.010 5.006  C1 1.128
7 H -9.968 -28.748 4.480  C1 1.140
8 H -10.254 -26.822 2.693  C2 1.095
9 H -11.416 -29.025 2.361  C3 1.137
10 H -12.483 -27.584 2.041  C3 1.076
11 H -12.659 -28.548 3.586  C3 1.124
12 O -10.669 -23.913 5.042  H13 0.971, H14 0.937
13 H -11.035 -24.576 4.434  O12 0.971
14 H -10.200 -24.487 5.615  O12 0.937
15 O -8.269 -25.189 6.209  H16 0.943, H17 0.938
16 H -8.619 -25.976 6.594  O15 0.943
17 H -7.702 -24.818 6.858  O15 0.938
18 O -13.526 -26.563 5.765  H19 0.938, H20 0.961
19 H -12.873 -26.371 6.411  O18 0.938
20 H -12.945 -26.568 5.000  O18 0.961
21 O -7.008 -29.722 4.966  H22 0.934, H23 0.960
22 H -7.864 -29.685 4.595  O21 0.934
23 H -7.163 -29.352 5.838  O21 0.960
24 O -9.267 -24.181 2.421  H25 0.958, H26 0.969
25 H -9.769 -24.384 1.631  O24 0.958
26 H -9.374 -24.948 3.004  O24 0.969
27 O -14.538 -26.139 3.014  H28 0.951, H29 0.967
28 H -13.597 -26.175 3.146  O27 0.951
29 H -14.748 -25.452 2.366  O27 0.967
30 O -11.184 -27.795 -0.408  H31 0.979, H32 0.950
31 H -10.307 -27.405 -0.217  O30 0.979
32 H -11.843 -27.237 -0.013  O30 0.950
33 O -9.096 -29.587 -0.402  H34 0.975, H35 0.983
34 H -10.010 -29.275 -0.271  O33 0.975
35 H -8.896 -29.831 0.529  O33 0.983
36 O -12.786 -23.130 2.409  H37 0.983, H38 0.950
37 H -13.223 -23.535 3.191  O36 0.983
38 H -12.549 -22.274 2.747  O36 0.950
39 O -14.204 -23.844 4.929  H40 0.941, H41 0.894
40 H -14.112 -24.753 5.153  O39 0.941
41 H -13.525 -23.411 5.317  O39 0.894
42 O -8.813 -26.681 0.540  H43 0.933, H44 0.932
43 H -8.392 -26.963 -0.244  O42 0.933
44 H -8.257 -26.851 1.268  O42 0.932
45 O -8.533 -29.306 2.459  H46 0.916, H47 0.943
46 H -7.850 -28.704 2.558  O45 0.916
47 H -9.266 -28.730 2.314  O45 0.943
48 O -9.044 -27.320 7.729  H49 0.978, H50 0.952
49 H -9.488 -26.783 8.415  O48 0.978
50 H -9.712 -27.883 7.350  O48 0.952
51 O -11.564 -25.068 1.170  H52 0.962, H53 0.967
52 H -11.562 -25.533 2.012  O51 0.962
53 H -11.979 -24.286 1.558  O51 0.967
54 O -13.812 -27.134 0.147  H55 0.934, H56 0.956
55 H -14.519 -27.567 -0.283  O54 0.934
56 H -13.806 -27.608 0.977  O54 0.956



two.
DFT (ωB97M-V/def2-TZVPD) results for 16 unconnected molecules or ions with the total composition C3H37O16.

Results
**E_LUMO**: 1.8 eV
**Spin multiplicity**: 1
**Total charge**: -1
**Gap between HOMO and LUMO**: 7.549 eV

Each atom is followed by the atoms it is bonded to, with distances in Å.
Atoms and positions in Å:
1 C 3.697 -19.120 17.463  C2 1.531, H5 1.096, H6 1.088, H7 1.107
2 C 2.244 -19.152 16.983  C1 1.531, C3 1.525, O4 1.372, H8 1.120
3 C 1.849 -20.538 16.485  C2 1.525, H9 1.098, H10 1.103, H11 1.089
4 O 1.345 -18.618 17.871  C2 1.372
5 H 3.881 -19.918 18.192  C1 1.096
6 H 4.075 -18.128 17.697  C1 1.088
7 H 4.387 -19.425 16.652  C1 1.107
8 H 2.285 -18.524 16.056  C2 1.120
9 H 2.142 -21.359 17.153  C3 1.098
10 H 2.390 -20.833 15.570  C3 1.103
11 H 0.782 -20.568 16.273  C3 1.089
12 O 2.598 -21.175 20.313  H13 0.970, H14 0.969
13 H 1.884 -20.607 19.984  O12 0.970
14 H 2.589 -21.943 19.723  O12 0.969
15 O 5.423 -18.388 14.392  H16 0.967, H17 0.961
16 H 4.619 -18.854 14.660  O15 0.967
17 H 5.137 -17.794 13.693  O15 0.961
18 O 4.395 -18.775 20.830  H19 0.969, H20 0.961
19 H 3.904 -19.303 20.184  O18 0.969
20 H 4.408 -19.328 21.615  O18 0.961
21 O 1.029 -18.359 20.853  H22 0.973, H23 0.961
22 H 1.008 -18.157 19.902  O21 0.973
23 H 0.924 -17.510 21.291  O21 0.961
24 O -0.379 -20.783 18.855  H25 0.961, H26 0.978
25 H -0.405 -21.400 18.118  O24 0.961
26 H 0.117 -20.017 18.502  O24 0.978
27 O 6.546 -21.219 17.240  H28 0.964, H29 0.963
28 H 5.649 -20.991 16.970  O27 0.964
29 H 7.106 -20.812 16.571  O27 0.963
30 O 2.030 -16.015 18.452  H31 0.996, H32 0.962
31 H 1.754 -16.962 18.310  O30 0.996
32 H 1.281 -15.506 18.126  O30 0.962
33 O 2.025 -23.615 18.738  H34 0.962, H35 0.966
34 H 1.376 -24.247 18.415  O33 0.962
35 H 2.749 -23.656 18.099  O33 0.966
36 O 3.942 -15.662 16.357  H37 0.979, H38 0.963
37 H 3.384 -16.079 17.045  O36 0.979
38 H 4.256 -16.389 15.810  O36 0.963
39 O 2.728 -21.420 12.533  H40 0.962, H41 0.979
40 H 1.895 -21.554 12.072  O39 0.962
41 H 2.701 -20.495 12.854  O39 0.979
42 O 3.904 -23.358 14.269  H43 0.975, H44 0.961
43 H 3.391 -22.633 13.868  O42 0.975
44 H 4.746 -23.335 13.806  O42 0.961
45 O 2.575 -18.728 13.401  H46 0.968, H47 0.964
46 H 1.629 -18.560 13.516  O45 0.968
47 H 2.887 -17.995 12.858  O45 0.964
48 O -0.801 -18.333 16.231  H49 0.962, H50 1.000
49 H -1.544 -18.062 16.778  O48 0.962
50 H -0.026 -18.368 16.862  O48 1.000
51 O 5.819 -16.584 19.670  H52 0.975, H53 0.962
52 H 5.345 -17.371 19.995  O51 0.975
53 H 5.157 -15.886 19.692  O51 0.962
54 O -1.605 -20.906 15.215  H55 0.980, H56 0.962
55 H -1.385 -19.963 15.365  O54 0.980
56 H -0.756 -21.329 15.061  O54 0.962



Energies relative to the most stable structure, in hartree: one 0.0467; two 0.0000.